The following is a quantum chemistry calculation of a single C22H24ClN3O4S2 molecule, from OMol25.

Values from the calculation:
F_max, eV Å⁻¹: 1.05
HOMO-LUMO gap, eV: 9.0098
Electronic energy, Eh: -2574.6002
LUMO, Eh: 0.00798
SMILES: O=C(CN1C(=O)CSc2ccc(S(=O)(=O)N3CCCCC3)cc21)NCc1ccccc1Cl

```
! wB97M-V def2-TZVPD RIJCOSX def2/J DEFGRID3
* xyz 0 1
O 2.450 1.289 -0.886
C 1.589 1.666 -1.649
C 1.105 3.115 -1.670
N -0.341 3.244 -1.720
C -0.861 4.066 -2.683
O -0.177 4.545 -3.561
C -2.340 4.341 -2.569
S -3.237 2.766 -2.518
C -2.439 2.165 -1.066
C -3.145 1.330 -0.208
C -2.539 0.825 0.926
C -1.238 1.196 1.208
S -0.417 0.480 2.632
O 0.661 1.348 3.008
O -1.422 0.168 3.608
N 0.116 -0.939 1.933
C -0.212 -2.162 2.636
C 0.762 -2.433 3.781
C 2.192 -2.465 3.248
C 2.501 -1.156 2.526
C 1.473 -0.917 1.422
C -0.531 2.040 0.380
C -1.109 2.523 -0.795
N 1.006 0.863 -2.563
C 1.401 -0.518 -2.700
C 0.485 -1.501 -2.013
C -0.737 -1.130 -1.474
C -1.544 -2.050 -0.829
C -1.140 -3.368 -0.717
C 0.072 -3.766 -1.256
C 0.871 -2.835 -1.897
Cl 2.385 -3.347 -2.562
H 1.514 3.628 -0.795
H 1.492 3.607 -2.569
H -2.677 4.896 -3.442
H -2.568 4.897 -1.657
H -4.164 1.080 -0.457
H -3.058 0.173 1.608
H -1.227 -2.048 3.015
H -0.187 -2.977 1.905
H 0.660 -1.630 4.514
H 0.508 -3.378 4.263
H 2.896 -2.617 4.069
H 2.300 -3.301 2.550
H 3.499 -1.182 2.087
H 2.451 -0.323 3.228
H 1.642 0.048 0.947
H 1.544 -1.699 0.659
H 0.470 2.307 0.674
H 0.307 1.230 -3.189
H 1.479 -0.769 -3.763
H 2.398 -0.602 -2.252
H -1.063 -0.106 -1.555
H -2.488 -1.733 -0.415
H -1.765 -4.091 -0.217
H 0.401 -4.790 -1.181
*
```